Below is a molecular structure, C32H27N6O7Ru in a non-equilibrium geometry, with properties calculated with the ωB97M-V functional and the def2-TZVPD basis.

The total energy comes out at -59473.336 eV. As for the expectation value of S²: 0.767. The value obtained for the relative energy (zero: lowest compared OMol25 entry of this formula, charge and spin) is 0.00 kJ/mol. As for the spin multiplicity: 2. The calculation puts the HOMO energy (spin up / spin down) at -6.749 / -6.771 eV. For the frontier orbital gap (spin up / spin down), the calculation gives 5.59 / 5.69 eV.

CARTESIAN COORDINATES (ANGSTROEM)
Ru (0.39410, -0.44460, 0.26500)
O (3.33430, 3.42800, 0.26720)
O (1.45260, 1.70830, -0.01370)
O (-1.48750, -1.79560, 0.68790)
O (2.74800, -0.02440, 6.76820)
O (0.15000, -0.56370, -1.72700)
O (0.89640, -2.67350, -0.43970)
O (6.77010, 1.39320, 2.01110)
N (0.43200, -1.62030, -2.39950)
N (2.57780, -0.68470, 0.47670)
N (-0.71400, 2.35680, 0.31700)
N (0.80110, -2.65590, -1.72070)
N (-1.12570, 1.10390, 0.34660)
N (0.64010, -0.38050, 2.27210)
C (2.73500, 5.67050, 0.64110)
C (-0.18180, -0.21130, 4.50650)
C (6.68990, 0.15990, 1.33260)
C (0.99320, 4.00650, 0.39570)
C (-0.36280, -0.32040, 3.15040)
C (1.12140, -3.82450, -2.42360)
C (0.04070, 5.01840, 0.55380)
C (-4.63320, 0.01300, 0.58640)
C (4.83130, -0.53310, -0.26930)
C (-2.71370, -1.52480, 0.63810)
C (1.42440, -4.97140, -1.68950)
C (-2.44010, 0.97060, 0.32500)
C (1.79460, -6.12300, -2.35100)
C (4.32510, -0.17420, 2.03380)
C (5.26350, -0.22260, 1.03270)
C (2.96530, -0.42000, 1.75900)
C (-5.00640, -2.34540, 0.84530)
C (3.48170, -0.72830, -0.48680)
C (1.16870, -3.83770, -3.81810)
C (0.58560, 2.60510, 0.22080)
C (1.54420, -4.99880, -4.46240)
C (1.77710, 6.64940, 0.79020)
C (2.17490, -0.24870, 4.12470)
C (-3.66810, -2.58620, 0.76140)
C (-5.49550, -1.02690, 0.78790)
C (2.36370, 4.34220, 0.42640)
C (0.42490, 6.32850, 0.73870)
C (1.86410, -6.13750, -3.73590)
C (1.36930, -0.03530, 6.49100)
C (1.93300, -0.34890, 2.74030)
C (1.13620, -0.17280, 5.01380)
C (-3.23430, -0.17560, 0.49640)
H (3.78750, 5.90510, 0.67430)
H (-1.00350, 4.74880, 0.52470)
H (5.53120, -0.59510, -1.08590)
H (2.16660, -7.03610, -4.25080)
H (-1.36490, -0.36150, 2.74050)
H (7.15000, -0.57000, 2.00660)
H (-0.31800, 7.10550, 0.84510)
H (-2.99110, 1.90720, 0.20490)
H (0.87090, -0.87020, 7.01060)
H (-6.55290, -0.84870, 0.90390)
H (3.11450, -0.90820, -1.49110)
H (4.62990, 0.09690, 3.03070)
H (2.03570, -7.00970, -1.78440)
H (7.27370, 0.18840, 0.40170)
H (1.59530, -5.01850, -5.54060)
H (6.22310, 2.03840, 1.54710)
H (2.08390, 7.67320, 0.94070)
H (-5.69780, -3.16840, 0.95850)
H (-3.27100, -3.58890, 0.82000)
H (2.87310, 0.10290, 7.71350)
H (1.35900, -4.93210, -0.61340)
H (0.91860, -2.94930, -4.37400)
H (-5.01430, 1.02160, 0.50990)
H (0.89400, 0.90000, 6.83080)
H (2.88400, 2.56580, 0.08590)
H (-1.03180, -0.16510, 5.16780)
H (3.18380, -0.23820, 4.49910)